10
Properties=species:S:1:pos:R:3:forces:R:3 method="wB97M-V/def2-TZVPD" charge=-2 homo_energy_ev=-1.7 de_lowest_kj_mol=50.70 orbital_gap_ha=0.275 e_tot_ev=-34450.8041
C 1.0168 -1.1034 -1.8401 0.6 1.5 -1.4
N 1.7294 -0.3518 -2.3799 -0.8 -0.8 0.9
O -0.8180 -2.8082 -2.7970 -0.6 0.3 -0.6
O -0.4306 3.4858 1.2581 -0.5 -1.1 0.7
O 1.2010 -3.5179 -1.6317 -1.0 -0.2 0.4
O 0.9645 2.0798 2.6918 -0.1 0.0 0.3
O -1.4116 1.1554 2.4124 1.1 0.5 0.0
S -0.0411 -2.6776 -1.5709 1.9 -0.9 0.5
S -0.0004 2.0888 1.5893 0.0 0.2 -0.5
H -2.2099 1.6491 2.2679 -0.6 0.6 -0.3